Density functional theory data (ωB97M-V with the def2-TZVPD basis set) for a 9-piece molecular cluster, C44H86Cl12N4O4 overall.

XYZ file:
```
150
Properties=species:S:1:pos:R:3
Cl -11.59 -0.84 -9.20
Cl 0.41 1.54 -3.76
Cl 2.73 0.42 -5.69
Cl -2.75 5.53 -7.10
Cl -2.85 0.60 -1.47
Cl -2.43 -2.69 -0.39
Cl -11.15 -3.11 -7.29
Cl -5.34 -5.84 -2.06
Cl -0.06 2.32 -7.14
Cl -7.30 -5.79 -4.27
Cl -9.08 -2.22 -9.19
Cl -4.39 -5.79 -4.80
O -3.45 -1.28 -14.39
O -4.65 -2.19 -5.28
O -9.39 2.87 -6.71
O -2.06 -4.97 -8.16
N -8.79 3.59 -7.90
N -4.05 -2.00 -6.63
N -1.73 -6.24 -8.70
N -4.57 -1.69 -13.52
C -5.65 -5.31 -3.74
C -7.13 5.28 -8.80
C -5.82 -3.29 -7.82
C -5.50 -3.39 -15.13
C -4.98 -3.09 -13.66
C -3.81 -0.84 -1.93
C -7.58 4.37 -7.62
C -4.93 0.60 -12.58
C -7.82 5.39 -6.47
C -2.81 -1.21 -6.67
C -6.37 3.53 -7.22
C -2.91 -7.00 -9.22
C -0.42 -8.35 -8.42
C -10.54 3.05 -9.43
C -5.97 -3.52 -12.64
C -3.74 -4.11 -13.42
C -6.61 -1.08 -12.29
C 2.75 0.09 -3.92
C -8.39 1.76 -9.54
C -5.55 -0.65 -13.31
C -4.32 -1.87 -9.07
C -10.44 -1.72 -8.21
C -2.21 -1.24 -8.09
C -3.97 -7.30 -8.20
C -7.18 -2.52 -12.56
C -9.07 3.12 -9.25
C 0.65 -6.22 -7.97
C -1.66 -9.19 -8.66
C -1.75 -1.85 -5.76
C -2.53 -8.44 -9.65
C -3.22 -0.86 -9.21
C -8.64 4.18 -10.31
C -3.00 0.29 -6.16
C -0.83 3.83 -7.59
C -6.32 -0.16 -14.58
C -1.84 4.23 -6.53
C -3.67 -6.30 -10.38
C -6.00 -0.77 -7.75
C 1.26 -0.01 -3.44
C -0.73 -6.99 -7.86
C -1.08 -7.17 -6.36
C -7.24 4.63 -10.13
C -2.91 -2.10 -2.05
C -5.01 -2.01 -7.77
H -7.65 6.22 -8.93
H -3.97 -5.15 -13.19
H -6.39 -4.52 -12.75
H -5.57 1.24 -11.98
H -6.42 -3.33 -6.91
H -6.62 3.74 -10.27
H -10.07 -1.05 -7.43
H -6.10 2.75 -7.93
H 0.72 -5.74 -8.95
H -1.63 -8.09 -6.20
H 1.21 -0.30 -2.39
H -6.98 5.31 -10.95
H 1.56 -6.82 -7.96
H -0.72 -1.79 -6.11
H -10.89 2.03 -9.35
H -1.37 3.74 -8.54
H -5.11 -4.12 -7.92
H -1.72 -2.21 -8.18
H -6.58 0.89 -14.50
H -3.16 -3.81 -12.54
H -4.17 -5.39 -10.05
H -4.54 -1.02 -1.14
H 0.21 -8.95 -7.76
H -1.72 -6.42 -5.91
H -2.93 -6.06 -11.14
H -2.07 0.77 -5.84
H -0.15 -7.08 -5.79
H -4.27 1.14 -13.26
H -2.16 -9.37 -7.71
H -3.81 -2.82 -9.18
H -6.12 5.63 -8.61
H -5.01 -1.81 -9.91
H -5.63 -4.22 -3.74
H -1.84 -1.45 -4.75
H -8.43 1.53 -10.60
H -7.28 -0.67 -14.59
H -9.18 5.12 -10.24
H -3.39 -9.01 -9.98
H -4.29 -0.54 -2.86
H -5.46 4.12 -7.18
H 0.78 -5.49 -7.17
H -2.48 3.37 -6.31
H -3.85 0.49 -5.51
H -6.56 -3.19 -15.25
H -10.74 3.28 -10.48
H -7.33 1.70 -9.28
H -0.04 4.56 -7.73
H -3.52 -2.90 -2.48
H -8.56 6.17 -6.64
H -3.28 0.90 -7.01
H -1.42 -0.49 -8.10
H -5.56 -4.43 -15.46
H -8.72 0.97 -8.87
H 3.28 -0.85 -3.73
H -5.42 -3.58 -11.70
H -5.71 -0.38 -15.46
H -3.70 0.12 -9.17
H -3.48 -7.53 -7.26
H -6.87 5.82 -6.14
H -11.19 3.68 -8.82
H -1.90 -2.92 -5.68
H -4.27 0.19 -11.81
H -1.97 -8.36 -10.57
H -8.57 3.74 -11.31
H -2.03 -1.99 -2.69
H -7.49 -0.43 -12.34
H -5.47 0.16 -7.53
H -6.28 -1.00 -11.25
H -6.56 3.10 -6.24
H -6.63 -0.75 -8.64
H -4.62 -8.14 -8.43
H -4.28 -7.01 -10.93
H 3.29 0.84 -3.35
H -7.95 -2.74 -11.83
H -6.63 -0.83 -6.87
H -8.24 4.90 -5.59
H -5.08 -2.76 -15.91
H 0.76 -0.79 -4.01
H -6.61 -3.33 -8.56
H -1.44 -10.22 -8.94
H 0.13 -8.22 -9.36
H -4.64 -6.45 -8.04
H -3.01 -4.13 -14.24
H -7.76 -2.55 -13.48
H -1.43 4.53 -5.57
H -2.82 -0.87 -10.22
```

## Properties
HOMO energy (alpha / beta): -9.098 / -10.014 eV
2S+1: 5
⟨S²⟩: 6.02
Frontier orbital gap (alpha / beta): 9.50 / 9.34 eV
LUMO (alpha / beta): 0.40 / -0.68 eV



Density functional theory data (ωB97M-V with the def2-TZVPD basis set) for a 3-piece molecular cluster, C40H64ClN4O2 overall.

XYZ file:
```
111
Properties=species:S:1:pos:R:3
Cl -0.46 0.27 4.54
O -1.62 -1.50 -0.45
O 3.97 -0.06 3.29
N -4.61 -2.58 -3.38
N 0.82 -2.38 0.13
N 3.20 -1.44 1.54
N -3.89 6.25 2.21
C -1.28 -2.64 -1.19
C -2.58 6.87 4.13
C 3.59 -1.22 -4.13
C -2.01 1.10 0.40
C 3.63 -3.13 -2.43
C 3.40 0.96 -2.89
C -4.90 5.99 3.04
C -1.37 -1.25 4.49
C -4.14 1.20 -0.74
C 3.03 -1.42 0.10
C -3.65 6.58 4.97
C -0.62 -2.33 3.73
C 3.96 -2.67 -3.86
C 3.37 1.11 3.83
C -6.76 -3.43 -2.73
C 2.28 -2.60 -1.93
C 4.39 2.18 4.19
C 0.84 -2.38 1.64
C -2.75 6.69 2.77
C 4.04 1.98 -1.96
C -6.31 -4.74 -2.89
C -5.88 -2.40 -2.99
C 1.77 3.18 -1.78
C -4.26 2.54 -0.37
C 1.91 -1.46 2.23
C -3.01 0.47 -0.35
C -4.83 6.14 4.41
C -2.92 -0.99 -0.73
C -4.20 -3.84 -3.52
C -0.52 -1.98 2.22
C -3.27 3.17 0.39
C 4.29 -0.24 -3.19
C 1.31 2.33 -0.57
C -0.18 -3.35 -0.41
C -0.91 -2.27 -2.62
C 2.23 -2.60 -0.40
C 3.29 3.31 -1.94
C -5.01 -4.95 -3.29
C -2.14 2.44 0.77
C 3.92 -0.21 1.91
H 2.52 -0.50 -0.25
H 4.59 -0.72 -2.26
H 3.56 -4.21 -2.43
H 2.51 -1.11 -4.06
H 2.14 1.84 -0.07
H 1.30 2.81 -2.69
H 4.04 2.70 5.08
H -6.19 -1.37 -2.89
H 5.34 1.73 4.45
H 1.37 4.18 -1.63
H 4.07 1.61 -0.93
H 4.01 -1.43 -0.35
H -1.35 2.90 1.34
H 0.59 1.59 -0.90
H 0.35 -2.53 4.17
H 4.50 2.93 3.42
H 4.93 -0.30 1.53
H 3.46 0.66 1.41
H 5.04 -2.78 -4.00
H 3.49 3.88 -2.84
H -4.90 0.72 -1.34
H 0.29 -4.11 -1.01
H -1.74 -1.79 -3.13
H -1.12 0.57 0.71
H -5.14 3.10 -0.67
H 2.10 -1.80 3.24
H -3.55 6.71 6.04
H 0.57 -1.43 -0.16
H 3.86 -0.97 -5.16
H -5.81 5.64 2.56
H -1.64 7.22 4.52
H 2.61 -3.53 0.00
H -3.63 -1.55 -0.11
H 0.83 2.96 0.17
H -1.55 -1.57 5.50
H 1.52 -3.24 -2.36
H 5.06 2.17 -2.26
H 1.48 -0.45 2.31
H -0.63 -3.14 -3.20
H -3.17 -3.97 -3.84
H -7.77 -3.22 -2.42
H 3.51 -3.34 -4.60
H -6.98 -5.57 -2.70
H -0.09 -1.56 -2.61
H -4.62 -5.95 -3.44
H -3.20 -1.13 -1.77
H 2.60 1.52 3.17
H -5.69 5.91 5.03
H -1.33 -2.50 1.72
H -0.65 -3.86 0.42
H -1.95 6.90 2.07
H 3.65 3.91 -1.10
H 3.19 1.45 -3.84
H 5.20 0.13 -3.65
H 2.12 -1.57 -2.24
H -2.12 -3.34 -1.22
H -0.62 -0.91 2.10
H 4.44 -2.90 -1.75
H -1.20 -3.24 3.81
H 2.45 0.62 -2.48
H 2.86 0.80 4.74
H 1.03 -3.41 1.95
H -3.37 4.20 0.69
H -2.33 -1.09 4.02
```

## Properties
HOMO energy: -11.087 eV
Frontier orbital gap: 9.17 eV
Charge: +1
LUMO: -1.91 eV



Density functional theory data (ωB97M-V with the def2-TZVPD basis set) for C8H21Br3NP3S as an isolated structure.

XYZ file:
```
37
Properties=species:S:1:pos:R:3
Br -0.91 -1.33 4.12
Br -3.61 -3.01 3.63
Br -0.89 -3.85 2.12
S 1.69 0.69 -2.57
P 1.59 -1.34 -0.36
P 0.19 0.22 -1.11
P 0.18 2.22 -0.24
N -3.50 -0.93 0.52
C 1.66 -2.80 -1.61
C 1.28 2.36 1.32
C 0.51 3.59 -1.52
C -1.67 -3.07 3.73
C -2.57 -0.02 0.02
C 3.28 -0.44 -0.20
C -3.16 1.29 -0.80
C -0.99 -0.33 0.33
H -2.98 -1.69 1.05
H -0.79 -1.49 0.50
H -0.59 0.23 1.29
H -0.82 -0.06 -2.12
H 3.16 0.73 -0.08
H 0.66 -2.87 -2.23
H -0.32 4.43 -1.33
H 0.38 3.27 -2.64
H 2.55 -2.61 -2.35
H 1.77 -3.80 -1.00
H -1.41 -3.73 4.56
H -2.92 1.14 -1.94
H 3.86 -0.80 0.77
H 1.51 -0.32 -3.57
H -2.71 2.27 -0.35
H 0.54 2.61 2.23
H 3.91 -0.60 -1.18
H -4.32 1.31 -0.60
H 1.54 4.15 -1.32
H 1.83 1.36 1.63
H 2.06 3.23 1.29
```

## Properties
HOMO energy: -7.350 eV
Frontier orbital gap: 7.18 eV
LUMO: -0.17 eV



| no. | F_max (eV Å⁻¹) |
| --- | --- |
| 1 | 6.7 |
| 2 | 0.9 |
| 3 | 5.6 |